1.
Computed, not measured: a cluster of 2 separate species, C25H23ClN in total at a distorted geometry, with wB97M-V/def2-TZVPD.

Properties
HOMO: -10.73 eV
E: -40301.3267 eV
Orbital gap: 5.2 eV
Lowest unoccupied orbital energy: -5.53 eV
ΔE to the lowest compared entry with this formula, charge and spin: 32.7 kcal per mole
Total charge: +1

Element x y z (Å)
Cl (4.88, -0.35, -3.40)
C (3.22, -0.35, -3.01)
C (2.59, -1.55, -2.67)
C (1.22, -1.56, -2.40)
C (0.45, -0.37, -2.46)
C (-0.99, -0.39, -2.26)
C (-1.91, 0.81, -2.54)
C (-3.33, 0.19, -2.75)
C (-3.12, -1.27, -2.40)
C (-1.78, -1.55, -2.14)
C (1.12, 0.83, -2.83)
C (2.48, 0.83, -3.11)
H (3.16, -2.47, -2.65)
H (0.72, -2.50, -2.11)
H (-2.00, 1.55, -1.72)
H (-1.56, 1.42, -3.38)
H (-4.09, 0.69, -2.13)
H (-3.66, 0.34, -3.80)
H (-3.95, -1.98, -2.34)
H (-1.36, -2.54, -1.91)
H (0.57, 1.77, -2.84)
H (2.98, 1.74, -3.40)
C (3.05, 3.10, 0.51)
C (3.05, 1.71, 0.32)
C (1.85, 1.00, 0.43)
C (0.65, 1.68, 0.61)
C (-0.63, 0.92, 0.38)
N (-0.58, -0.47, 0.73)
C (-1.47, -1.01, 1.49)
C (-1.20, -1.56, 2.81)
C (-2.16, -2.32, 3.51)
C (-1.97, -2.60, 4.86)
C (-0.82, -2.16, 5.53)
C (0.17, -1.47, 4.83)
C (0.00, -1.21, 3.47)
C (0.64, 3.06, 0.82)
C (1.85, 3.76, 0.80)
H (4.00, 3.64, 0.46)
H (3.97, 1.17, 0.08)
H (1.83, -0.09, 0.36)
H (-1.58, 1.44, 0.65)
H (-0.66, 0.85, -0.70)
H (-2.53, -1.07, 1.12)
H (-3.03, -2.68, 2.95)
H (-2.73, -3.18, 5.40)
H (-0.73, -2.32, 6.60)
H (1.09, -1.16, 5.33)
H (0.79, -0.71, 2.90)
H (-0.31, 3.57, 1.01)
H (1.87, 4.84, 0.99)

***

2.
Computed, not measured: a structure of composition B2H28NiO10 at a distorted geometry, with wB97M-V/def2-TZVPD.

Properties
HOMO (spin up / spin down): -10.09 / -10.21 eV
E: -63322.3225 eV
Orbital gap (spin up / spin down): 9.1 / 8.9 eV
Expectation value of S²: 2.004
2S+1: 3
Lowest unoccupied orbital energy (spin up / spin down): -0.96 / -1.30 eV
ΔE to the lowest compared entry with this formula, charge and spin: 6.2 kcal per mole

Element x y z (Å)
Ni (0.01, -1.59, -1.01)
B (0.31, 0.40, 0.08)
H (0.55, 1.54, 0.30)
H (-0.61, 0.44, -0.68)
H (1.19, -0.10, -0.53)
H (0.05, -0.23, 1.05)
B (-1.58, -1.23, -2.60)
H (-2.45, -1.02, -3.36)
H (-2.02, -1.17, -1.48)
H (-1.04, -2.31, -2.77)
H (-0.71, -0.40, -2.67)
O (4.09, -0.87, -1.85)
H (3.88, -0.17, -1.21)
H (4.29, -1.65, -1.31)
O (-3.78, -0.11, 0.15)
H (-3.05, -0.29, -0.46)
H (-4.39, -0.84, 0.03)
O (1.57, -2.32, 0.26)
H (1.71, -2.35, 1.21)
H (2.28, -2.83, -0.14)
O (-0.05, 4.74, 1.59)
H (0.37, 4.79, 2.45)
H (-0.18, 3.80, 1.43)
O (1.52, 1.97, -2.42)
H (0.69, 2.41, -2.60)
H (1.35, 1.43, -1.64)
O (-1.33, -2.19, 0.55)
H (-1.83, -2.98, 0.33)
H (-1.48, -2.03, 1.49)
O (-0.70, 1.31, 4.12)
H (-1.22, 0.77, 4.73)
H (-1.03, 1.11, 3.24)
O (1.42, -1.58, -2.53)
H (1.61, -2.36, -3.05)
H (2.29, -1.18, -2.32)
O (-1.87, 2.03, 1.32)
H (-1.33, 1.75, 0.56)
H (-2.70, 1.56, 1.20)
O (1.74, 0.38, 2.86)
H (1.28, 0.81, 3.60)
H (1.16, 0.54, 2.11)

***

3.
Computed, not measured: a cluster of 2 separate species, C4H13NO2 in total at a distorted geometry, with wB97M-V/def2-TZVPD.

Properties
HOMO: -9.00 eV
E: -9941.5608 eV
Orbital gap: 9.6 eV
Lowest unoccupied orbital energy: 0.63 eV
ΔE to the lowest compared entry with this formula, charge and spin: 60.8 kcal per mole

Element x y z (Å)
N (-1.28, 1.78, 1.27)
C (-0.43, 0.46, 1.38)
C (-0.87, -0.41, 0.15)
C (0.25, -1.16, -0.57)
C (-0.28, -1.61, -1.96)
O (-0.99, -2.84, -1.83)
H (-1.16, 2.20, 0.33)
H (-1.04, 2.27, 2.14)
H (0.65, 0.84, 1.15)
H (-0.58, 0.10, 2.30)
H (-1.22, 0.43, -0.51)
H (-1.59, -1.25, 0.46)
H (0.77, -1.97, -0.09)
H (1.15, -0.55, -0.71)
H (0.48, -1.99, -2.63)
H (-1.02, -1.03, -2.42)
H (-1.27, -3.22, -0.90)
O (2.66, 2.55, 1.17)
H (2.20, 2.80, 0.44)
H (3.56, 2.59, 0.85)

***

4.
Computed, not measured: a structure of composition C3H8O2S2 at a distorted geometry, with wB97M-V/def2-TZVPD.

Properties
HOMO (spin up / spin down): -6.94 / -6.93 eV
E: -29002.3158 eV
Orbital gap (spin up / spin down): 6.1 / 6.1 eV
Lowest unoccupied orbital energy (spin up / spin down): -0.81 / -0.81 eV
ΔE to the lowest compared entry with this formula, charge and spin: 104.5 kcal per mole

Element x y z (Å)
C (-1.62, 0.41, 0.77)
C (-1.00, -0.14, -0.50)
C (0.14, -1.20, -0.29)
O (-0.39, 0.95, -1.12)
O (-0.18, -2.31, 0.35)
S (1.74, -0.76, -0.59)
S (4.14, 0.56, -0.07)
H (-1.86, -0.47, 1.54)
H (-0.88, 0.96, 1.16)
H (-2.40, 1.05, 0.61)
H (-1.60, -0.80, -1.12)
H (-1.01, 1.42, -1.58)
H (0.61, -2.87, 0.23)
H (1.44, 0.49, -0.74)
H (4.66, -0.62, 0.58)

***

5.
Computed, not measured: a structure of composition C38H51Cl3F4GeN4O4SV, with wB97M-V/def2-TZVPD.

Properties
HOMO (spin up / spin down): -12.82 / -12.82 eV
E: -195849.2331 eV
Orbital gap (spin up / spin down): 6.5 / 5.4 eV
Expectation value of S²: 3.799
2S+1: 4
Lowest unoccupied orbital energy (spin up / spin down): -6.32 / -7.43 eV
ΔE to the lowest compared entry with this formula, charge and spin: 0.0 kcal per mole
Total charge: +2

Element x y z (Å)
V (-0.70, 0.53, 0.03)
C (-6.26, 2.57, -0.03)
C (-5.62, 1.44, -0.82)
C (-6.06, 1.49, -2.28)
C (-5.91, 0.09, -0.20)
O (-4.17, 1.62, -0.86)
Ge (-3.16, 2.37, 0.36)
O (-2.45, 1.12, 1.48)
C (-2.74, 1.19, 2.94)
C (-4.13, 1.78, 3.13)
C (-1.70, 2.08, 3.59)
C (-2.71, -0.22, 3.48)
O (-1.53, 2.43, -0.50)
C (-0.94, 3.79, -0.81)
C (0.46, 3.82, -0.22)
C (-0.96, 3.94, -2.31)
C (-1.80, 4.86, -0.16)
H (-7.35, 2.49, -0.07)
H (-5.98, 3.54, -0.44)
H (-5.98, 2.53, 1.03)
H (-7.14, 1.33, -2.35)
H (-5.56, 0.71, -2.85)
H (-5.82, 2.46, -2.72)
H (-6.99, -0.08, -0.13)
H (-5.49, 0.02, 0.81)
H (-5.49, -0.71, -0.81)
H (-4.18, 2.82, 2.80)
H (-4.39, 1.77, 4.19)
H (-4.89, 1.19, 2.60)
H (-1.71, 3.08, 3.15)
H (-0.70, 1.66, 3.48)
H (-1.91, 2.18, 4.65)
H (-3.43, -0.85, 2.96)
H (-2.97, -0.22, 4.54)
H (-1.71, -0.66, 3.39)
H (1.09, 3.05, -0.65)
H (0.43, 3.71, 0.87)
H (0.91, 4.78, -0.44)
H (-0.23, 3.29, -2.79)
H (-0.69, 4.97, -2.58)
H (-1.95, 3.73, -2.71)
H (-1.84, 4.75, 0.93)
H (-2.81, 4.88, -0.57)
H (-1.36, 5.83, -0.36)
C (-0.47, -1.87, -1.86)
N (-1.50, -0.95, -1.32)
C (-2.37, -0.52, -2.43)
C (-2.30, -1.68, -0.29)
C (-1.41, -2.08, 0.88)
N (-0.46, -0.98, 1.11)
C (0.46, -1.02, 2.15)
C (1.14, 0.17, 2.41)
F (0.80, 1.23, 1.59)
C (2.07, 0.34, 3.40)
F (2.65, 1.53, 3.56)
C (2.39, -0.73, 4.22)
C (1.73, -1.92, 4.00)
F (2.00, -2.97, 4.76)
C (0.78, -2.08, 2.99)
F (0.19, -3.27, 2.85)
H (-0.96, -2.77, -2.25)
H (0.25, -2.15, -1.10)
H (0.06, -1.39, -2.68)
H (-2.85, -1.39, -2.89)
H (-1.76, -0.03, -3.19)
H (-3.12, 0.17, -2.07)
H (-2.75, -2.58, -0.73)
H (-3.10, -1.01, 0.02)
H (-0.88, -3.01, 0.68)
H (-2.04, -2.24, 1.75)
H (3.11, -0.63, 5.01)
Cl (0.55, -5.64, -0.04)
C (1.69, -4.53, -0.72)
C (2.49, -3.76, 0.11)
C (3.38, -2.86, -0.46)
C (3.48, -2.69, -1.84)
C (4.43, -1.68, -2.46)
C (4.48, -0.33, -1.71)
N (3.13, 0.25, -1.72)
C (2.46, 0.75, -2.81)
C (1.18, 0.93, -2.41)
N (1.06, 0.56, -1.09)
C (2.26, 0.15, -0.71)
O (5.71, -2.18, -2.75)
C (6.44, -2.83, -1.71)
C (6.81, -1.94, -0.56)
C (7.44, -0.73, -0.67)
Cl (7.94, 0.04, -2.12)
S (7.68, 0.04, 0.84)
C (6.95, -1.27, 1.67)
C (6.53, -2.24, 0.81)
C (2.66, -3.49, -2.64)
Cl (2.69, -3.37, -4.37)
C (1.78, -4.42, -2.09)
H (2.44, -3.89, 1.19)
H (4.02, -2.28, 0.20)
H (4.03, -1.45, -3.45)
H (5.16, 0.33, -2.23)
H (4.80, -0.41, -0.68)
H (2.95, 0.92, -3.75)
H (0.33, 1.28, -2.98)
H (2.52, -0.24, 0.26)
H (7.34, -3.20, -2.21)
H (5.89, -3.70, -1.34)
H (6.89, -1.26, 2.74)
H (6.08, -3.16, 1.13)
H (1.18, -5.04, -2.74)

***

6.
Computed, not measured: the ion C22H26NO2 with charge +1 at a distorted geometry, with wB97M-V/def2-TZVPD.

Properties
HOMO: -10.77 eV
E: -28813.1319 eV
Orbital gap: 6.5 eV
Lowest unoccupied orbital energy: -4.31 eV
ΔE to the lowest compared entry with this formula, charge and spin: 50.7 kcal per mole
Total charge: +1

Element x y z (Å)
C (4.95, -2.76, 2.19)
O (4.33, -1.50, 2.16)
C (2.95, -1.47, 2.08)
C (2.32, -0.19, 1.95)
C (0.96, -0.14, 1.71)
C (0.19, -1.29, 1.54)
C (-1.21, -1.16, 1.07)
O (-1.90, -2.34, 1.43)
C (-3.24, -2.13, 1.95)
C (-1.51, -0.41, -0.39)
C (-1.19, -1.46, -1.51)
C (-0.07, -0.85, -2.27)
C (0.72, -1.42, -3.25)
C (1.74, -0.69, -3.86)
C (1.98, 0.64, -3.44)
C (1.16, 1.23, -2.47)
C (0.07, 0.52, -1.93)
C (-0.94, 0.86, -0.97)
N (-1.29, 2.11, -0.57)
C (-1.00, 3.29, -1.37)
C (-1.71, 4.49, -0.72)
C (-2.52, 3.95, 0.46)
C (-2.39, 2.41, 0.37)
C (0.79, -2.53, 1.76)
C (2.15, -2.65, 2.04)
H (6.01, -2.56, 2.20)
H (4.66, -3.35, 3.09)
H (4.71, -3.39, 1.30)
H (2.93, 0.72, 2.04)
H (0.45, 0.81, 1.64)
H (-1.69, -0.29, 1.60)
H (-3.72, -3.09, 2.12)
H (-3.17, -1.60, 2.91)
H (-3.87, -1.52, 1.29)
H (-2.64, -0.31, -0.19)
H (-0.88, -2.37, -1.04)
H (-2.04, -1.75, -2.16)
H (0.53, -2.45, -3.58)
H (2.39, -1.14, -4.63)
H (2.81, 1.20, -3.88)
H (1.38, 2.25, -2.11)
H (-1.43, 3.14, -2.37)
H (0.06, 3.49, -1.48)
H (-2.38, 4.99, -1.44)
H (-0.99, 5.24, -0.37)
H (-2.12, 4.31, 1.42)
H (-3.58, 4.26, 0.42)
H (-2.28, 1.96, 1.38)
H (-3.33, 2.03, -0.05)
H (0.22, -3.46, 1.73)
H (2.64, -3.62, 2.18)

***

7.
Computed, not measured: a cluster of 3 separate species, C2H12N2O2 in total at a distorted geometry, with wB97M-V/def2-TZVPD.

Properties
HOMO: -8.82 eV
E: -9343.2847 eV
Orbital gap: 9.6 eV
Lowest unoccupied orbital energy: 0.75 eV
ΔE to the lowest compared entry with this formula, charge and spin: 21.2 kcal per mole

Element x y z (Å)
N (-1.02, -0.36, -0.16)
C (-0.07, 0.73, 0.00)
C (1.36, 0.29, 0.36)
N (1.37, -0.63, 1.48)
H (-1.51, -0.59, 0.68)
H (-0.67, -1.19, -0.61)
H (-0.03, 1.31, -0.93)
H (-0.45, 1.33, 0.82)
H (1.94, 1.21, 0.55)
H (1.85, -0.17, -0.51)
H (2.08, -1.33, 1.27)
H (1.81, -0.13, 2.24)
O (-0.16, -5.49, -0.55)
H (-1.06, -5.83, -0.62)
H (-0.23, -4.91, 0.22)
O (-1.55, 5.35, -1.76)
H (-2.48, 5.15, -1.62)
H (-1.18, 5.27, -0.87)

***

8.
Computed, not measured: the ion C3H7N8 with charge +1 at a distorted geometry, with wB97M-V/def2-TZVPD.

Properties
HOMO (spin up / spin down): -13.07 / -12.21 eV
E: -15132.5268 eV
Orbital gap (spin up / spin down): 8.2 / 5.1 eV
Lowest unoccupied orbital energy (spin up / spin down): -4.89 / -7.07 eV
ΔE to the lowest compared entry with this formula, charge and spin: 88.1 kcal per mole
Total charge: +1

Element x y z (Å)
C (1.23, -0.02, 0.70)
C (-1.77, 0.48, -0.43)
C (-1.94, -1.14, 1.12)
N (-0.02, 0.05, 1.20)
N (-2.99, -0.07, -0.57)
N (-3.08, -1.05, 0.37)
N (1.36, -0.36, -0.60)
N (-1.10, -0.28, 0.58)
N (2.38, 0.34, 1.31)
N (-1.42, 1.63, -1.05)
N (2.49, -0.58, -1.20)
H (-3.83, -1.66, 0.64)
H (2.29, 0.63, 2.27)
H (3.12, -0.43, 1.24)
H (-2.09, 2.08, -1.62)
H (-0.49, 1.91, -1.27)
H (3.31, -0.37, -0.66)
H (2.54, -1.16, -2.03)

***

9.
Computed, not measured: a cluster of 2 separate species, C6H12O in total, with wB97M-V/def2-TZVPD.

Properties
HOMO: -8.99 eV
E: -8461.8924 eV
Orbital gap: 10.0 eV
Lowest unoccupied orbital energy: 1.00 eV
ΔE to the lowest compared entry with this formula, charge and spin: 56.8 kcal per mole

Element x y z (Å)
C (1.71, 1.27, -0.30)
C (0.69, 0.16, -0.32)
C (1.18, -1.21, 0.09)
C (-0.52, 0.38, -0.86)
C (-1.66, -0.60, -0.83)
C (-2.20, -0.11, 0.48)
O (-1.95, -0.62, 1.56)
H (1.23, 2.26, -0.37)
H (2.33, 1.25, 0.60)
H (2.36, 1.14, -1.16)
H (2.05, -1.16, 0.75)
H (1.48, -1.73, -0.83)
H (0.41, -1.81, 0.59)
H (-0.78, 1.39, -1.17)
H (-2.36, -0.45, -1.66)
H (-1.36, -1.65, -0.77)
H (-2.72, 0.87, 0.42)
H (0.36, 0.45, 1.73)
H (-0.26, 0.17, 2.04)

***

10.
Computed, not measured: a structure of composition C4H10N2OS at a distorted geometry, with wB97M-V/def2-TZVPD.

Properties
HOMO (spin up / spin down): -8.71 / -8.71 eV
E: -20168.7066 eV
Orbital gap (spin up / spin down): 8.8 / 8.8 eV
Lowest unoccupied orbital energy (spin up / spin down): 0.06 / 0.06 eV
ΔE to the lowest compared entry with this formula, charge and spin: 120.3 kcal per mole

Element x y z (Å)
C (0.49, -0.65, -1.19)
C (0.25, 0.88, -0.78)
C (-0.90, -1.30, -1.22)
C (0.23, 1.14, 1.59)
N (-1.12, -1.75, 1.45)
N (-0.48, 1.20, 0.33)
O (-3.02, -0.61, 0.32)
S (-1.60, -0.82, 0.40)
H (0.92, -0.78, -2.27)
H (1.08, -1.11, -0.39)
H (1.20, 1.34, -0.69)
H (-0.38, 1.28, -1.73)
H (-1.63, -1.29, -2.10)
H (-0.76, -2.33, -0.98)
H (0.96, 1.97, 1.66)
H (-0.44, 1.28, 2.47)
H (0.86, 0.31, 1.90)
H (-1.68, -1.56, 2.37)

***

11.
Computed, not measured: a structure of composition C20H26CsN6O2S2 at a distorted geometry, with wB97M-V/def2-TZVPD.

Properties
HOMO: -4.48 eV
E: -56418.4736 eV
Orbital gap: 6.7 eV
Lowest unoccupied orbital energy: 2.18 eV
ΔE to the lowest compared entry with this formula, charge and spin: 8.0 kcal per mole
Total charge: -1

Element x y z (Å)
Cs (0.55, 0.82, -0.18)
N (4.89, 0.63, 2.78)
C (3.96, 0.36, 1.81)
S (2.40, -0.19, 2.36)
N (4.46, 0.54, 0.60)
N (3.56, 0.43, -0.43)
C (4.13, 0.47, -1.57)
C (3.41, 0.40, -2.87)
C (4.16, 0.46, -4.04)
C (3.52, 0.40, -5.26)
C (2.14, 0.28, -5.29)
C (1.47, 0.23, -4.08)
N (2.07, 0.29, -2.90)
H (4.71, 0.23, 3.69)
H (5.84, 0.69, 2.46)
H (5.22, 0.56, -1.62)
H (5.24, 0.56, -3.97)
H (4.09, 0.45, -6.18)
H (1.59, 0.23, -6.22)
H (0.39, 0.14, -4.05)
C (-4.29, 1.50, -0.14)
C (-2.84, 1.94, -0.20)
O (-1.98, 1.07, -0.18)
C (-2.53, 3.38, -0.27)
C (-3.60, 4.30, -0.22)
C (-3.41, 5.66, -0.24)
C (-2.09, 6.14, -0.32)
C (-1.02, 5.29, -0.39)
C (-1.17, 3.86, -0.38)
O (-0.16, 3.10, -0.47)
H (-4.29, 0.41, -0.14)
H (-4.87, 1.86, -0.99)
H (-4.79, 1.87, 0.76)
H (-4.61, 3.92, -0.15)
H (-4.25, 6.34, -0.19)
H (-1.91, 7.21, -0.34)
H (0.00, 5.66, -0.45)
C (0.05, -3.90, 4.26)
C (0.37, -2.66, 3.45)
N (0.76, -2.93, 2.08)
C (-0.07, -3.20, 1.05)
S (0.52, -3.36, -0.52)
N (-1.38, -3.33, 1.37)
C (-2.45, -3.50, 0.40)
C (-3.20, -4.81, 0.60)
H (-0.20, -3.63, 5.28)
H (0.91, -4.57, 4.28)
H (-0.79, -4.46, 3.84)
H (1.21, -2.11, 3.88)
H (-0.47, -1.94, 3.48)
H (1.64, -2.50, 1.77)
H (-1.66, -3.03, 2.29)
H (-1.98, -3.47, -0.59)
H (-3.12, -2.64, 0.47)
H (-2.52, -5.65, 0.51)
H (-3.98, -4.91, -0.16)
H (-3.68, -4.86, 1.58)

***

12.
Computed, not measured: an isolated molecule of C9H6N2O3 at a distorted geometry, with wB97M-V/def2-TZVPD.

Properties
HOMO: -9.67 eV
E: -18549.4267 eV
Orbital gap: 8.1 eV
Lowest unoccupied orbital energy: -1.60 eV
ΔE to the lowest compared entry with this formula, charge and spin: 40.1 kcal per mole

Element x y z (Å)
O (4.16, 1.53, -1.61)
C (3.32, 1.57, -0.71)
O (3.35, 2.35, 0.39)
N (2.18, 2.02, 1.21)
C (1.50, 1.10, 0.58)
C (0.17, 0.61, 1.05)
C (-0.65, -0.32, 0.33)
C (-1.86, -0.72, 0.92)
C (-2.30, -0.19, 2.15)
C (-1.51, 0.70, 2.81)
C (-0.29, 1.06, 2.30)
C (2.16, 0.72, -0.68)
N (1.79, -0.12, -1.62)
O (2.67, -0.31, -2.76)
H (-0.38, -0.73, -0.62)
H (-2.50, -1.35, 0.32)
H (-3.23, -0.52, 2.57)
H (-1.77, 1.13, 3.77)
H (0.29, 1.82, 2.83)
H (3.49, 0.25, -2.64)